DFT (ωB97M-V with the def2-TZVPD basis set) results for a molecular structure, C15H17Cl3CrN2O2 at a distorted geometry.

Last column: Löwdin charge in e.
Element x y z (Å)
C -2.371 -0.730 0.934  -0.08
C -2.589 0.661 -1.490  -0.19
H -2.461 -1.769 0.460  0.06
H -3.412 -0.155 0.781  0.08
H -1.685 -0.317 1.719  0.04
H -1.635 0.711 -2.087  0.01
H -3.228 -0.338 -1.538  0.06
H -3.174 1.518 -1.003  0.05
C -0.107 -2.500 0.102  -0.10
C 0.663 -3.636 -0.123  -0.03
C 1.717 -3.605 -1.039  -0.02
C 1.955 -2.379 -1.652  0.02
H -0.874 -2.522 0.862  0.09
H 0.418 -4.546 0.424  0.11
H 2.324 -4.488 -1.248  0.12
H 2.776 -2.284 -2.366  0.11
N 0.025 -1.347 -0.573  0.03
C 1.153 -1.262 -1.361  -0.18
C 1.497 0.064 -1.776  -0.19
N 0.607 1.012 -1.339  0.06
C 1.022 2.277 -1.578  -0.07
C 3.050 1.667 -2.772  -0.03
C 2.191 2.650 -2.259  -0.02
H 0.391 3.053 -1.163  0.09
H 2.420 3.707 -2.387  0.11
C 2.677 0.346 -2.517  0.02
H 3.298 -0.475 -2.871  0.10
H 3.958 1.915 -3.326  0.12
Cr -1.159 0.240 -0.282  0.55
C -1.178 2.230 0.419  -0.22
H -1.493 2.978 -0.336  0.00
H -0.284 2.708 0.879  0.01
H -1.937 2.313 1.222  0.01
Cl 3.568 0.365 3.834  0.57
C 2.010 1.095 3.401  -1.51
Cl 0.887 0.934 4.762  0.56
Cl 2.224 2.820 2.994  0.56
C 1.408 0.381 2.034  -0.76
O 2.302 0.219 1.162  -0.06
O 0.187 0.133 2.002  -0.11

frontier orbital gap (alpha / beta): 7.099 / 6.218 eV
ΔE to the lowest compared entry with this formula, charge and spin: 89.6 kJ/mol
expectation value of S²: 6.065
multiplicity: 5
LUMO energy (alpha / beta): -1.2 / -2.5 eV

---

DFT (ωB97M-V with the def2-TZVPD basis set) results for 2 unconnected molecules or ions with the total composition C4H12 at a distorted geometry.

Last column: Löwdin charge in e.
Element x y z (Å)
C 1.561 0.063 0.294  -0.21
C 2.026 0.136 -1.137  -0.17
H 1.031 1.021 0.497  0.08
H 0.877 -0.602 0.626  0.00
H 2.348 0.162 1.039  0.07
H 2.952 0.783 -1.241  0.08
H 1.250 0.694 -1.772  0.08
H 2.181 -0.948 -1.341  0.07
C -1.556 0.000 1.144  -0.11
C -1.971 -0.361 -0.383  -0.10
H -0.513 -0.069 1.310  -0.01
H -1.707 1.005 1.290  0.02
H -2.308 -0.583 1.763  0.09
H -2.757 -1.047 -0.267  0.04
H -1.227 -0.782 -1.077  0.07
H -2.188 0.527 -0.745  0.00

frontier orbital gap: 12.419 eV
ΔE to the lowest compared entry with this formula, charge and spin: 169.6 kJ/mol
multiplicity: 1
structure (SMILES): CC.CC
LUMO energy: 1.2 eV

---

DFT (ωB97M-V with the def2-TZVPD basis set) results for a molecular structure, C11H13N3O4RhS at a distorted geometry.

Last column: Löwdin charge in e.
Element x y z (Å)
Rh 0.643 -0.002 -0.072  1.07
O -2.286 -2.069 2.296  0.26
C -1.254 -1.563 1.723  -0.41
O -1.229 -1.095 0.576  0.00
C 0.003 -1.602 2.532  -0.14
C 0.153 -2.176 3.786  0.10
C 1.423 -2.169 4.353  0.06
C 2.506 -1.667 3.635  0.09
C 2.264 -1.128 2.380  -0.13
N 1.033 -1.068 1.889  0.06
C 3.262 -0.607 1.373  -0.39
O 4.526 -0.622 1.565  0.28
O 2.807 -0.183 0.306  0.01
H -3.096 -2.095 1.756  0.19
H -0.696 -2.619 4.290  0.15
H 1.577 -2.569 5.347  0.15
H 3.502 -1.718 4.056  0.15
H 4.878 -0.988 2.390  0.17
C 0.242 0.449 -3.041  0.01
N -0.872 1.350 -2.871  -0.11
C -1.834 1.616 -3.953  -0.04
C -2.776 2.673 -3.344  -0.05
N -2.215 2.850 -2.001  0.09
C -1.154 2.098 -1.805  -0.63
S -0.217 2.167 -0.342  0.97
H -0.011 -0.328 -3.759  0.13
H 0.502 -0.056 -2.080  0.03
H 1.140 0.966 -3.385  0.13
H -2.345 0.693 -4.235  0.15
H -1.315 1.977 -4.843  0.15
H -3.817 2.356 -3.289  0.15
H -2.766 3.611 -3.899  0.15
H -2.579 3.515 -1.332  0.18

frontier orbital gap (alpha / beta): 9.188 / 5.211 eV
expectation value of S²: 6.014
multiplicity: 5
net charge: +3
LUMO energy (alpha / beta): -10.6 / -14.3 eV

---

DFT (ωB97M-V with the def2-TZVPD basis set) results for 2 unconnected molecules or ions with the total composition C35H39N3O2S at a distorted geometry.

Last column: Löwdin charge in e.
Element x y z (Å)
C 1.052 4.235 6.053  -0.05
C 0.448 3.593 4.840  -0.26
C -0.634 2.728 4.984  -0.01
C -1.232 2.117 3.879  -0.20
C -2.497 1.344 4.083  -0.02
C -0.687 2.343 2.601  -0.17
N -1.295 1.695 1.476  -0.03
C -2.038 2.233 0.512  -0.07
N -2.427 1.269 -0.372  -0.04
C -3.095 1.494 -1.607  -0.15
C -2.598 2.458 -2.507  -0.18
C -1.362 3.226 -2.173  -0.04
C -3.246 2.631 -3.733  0.00
C -4.391 1.903 -4.069  -0.27
C -5.064 2.158 -5.388  -0.06
C -4.860 0.945 -3.166  -0.01
C -4.244 0.744 -1.927  -0.20
C -4.879 -0.209 -0.962  -0.06
C -1.850 -0.036 -0.020  -0.10
C -1.082 0.243 1.245  -0.09
C 0.446 3.163 2.437  -0.20
C 1.077 3.337 1.090  -0.04
C 0.963 3.822 3.560  0.00
H 1.920 4.837 5.775  0.08
H 0.325 4.882 6.559  0.09
H 1.370 3.478 6.781  0.08
H -1.041 2.520 5.976  0.12
H -2.674 0.569 3.329  0.07
H -2.467 0.874 5.075  0.09
H -3.376 2.005 4.081  0.07
H -1.231 4.063 -2.867  0.07
H -1.424 3.637 -1.152  0.04
H -0.455 2.601 -2.221  0.10
H -2.841 3.351 -4.447  0.12
H -6.011 1.613 -5.467  0.07
H -5.258 3.230 -5.520  0.08
H -4.424 1.853 -6.227  0.08
H -5.743 0.348 -3.413  0.12
H -5.961 -0.233 -1.159  0.08
H -4.512 -1.240 -1.088  0.09
H -4.765 0.087 0.091  0.07
H -2.647 -0.767 0.127  0.10
H -1.212 -0.401 -0.833  0.13
H -0.011 0.029 1.154  0.12
H -1.472 -0.320 2.094  0.10
H 1.903 4.055 1.164  0.08
H 1.478 2.394 0.688  0.09
H 0.360 3.745 0.363  0.05
H 1.809 4.502 3.437  0.12
C 0.046 7.195 -4.937  -0.06
C -0.207 7.072 -3.464  -0.28
C 0.641 6.280 -2.679  -0.05
C 0.457 6.194 -1.301  -0.06
C -0.666 6.803 -0.726  -0.28
S -1.053 6.530 0.997  0.67
N -2.039 5.141 0.801  -0.02
C -2.368 4.416 1.823  -0.16
C -3.716 3.862 1.992  -0.20
C -4.416 3.979 3.208  -0.05
C -5.665 3.360 3.345  -0.09
C -6.209 2.640 2.275  -0.08
C -5.561 2.625 1.033  -0.06
C -4.329 3.263 0.883  -0.04
O 0.168 6.161 1.681  -0.31
O -1.844 7.630 1.479  -0.29
C -1.495 7.638 -1.487  -0.04
C -1.266 7.759 -2.855  -0.03
H -0.595 7.963 -5.384  0.08
H 1.094 7.459 -5.125  0.08
H -0.143 6.250 -5.462  0.08
H 1.457 5.734 -3.154  0.12
H 1.161 5.652 -0.672  0.10
H -1.742 4.442 2.741  0.13
H -3.959 4.541 4.033  0.13
H -6.216 3.452 4.286  0.10
H -7.165 2.120 2.392  0.10
H -6.030 2.139 0.175  0.10
H -3.871 3.390 -0.102  0.11
H -2.315 8.168 -1.003  0.12
H -1.916 8.396 -3.463  0.12

frontier orbital gap: 7.973 eV
ΔE to the lowest compared entry with this formula, charge and spin: 72.2 kJ/mol
multiplicity: 1
LUMO energy: 0.3 eV

---

DFT (ωB97M-V with the def2-TZVPD basis set) results for a molecular structure, C35H42ClN3NdO4 at a distorted geometry.

Last column: Löwdin charge in e.
Element x y z (Å)
Nd 1.007 0.684 -0.084  1.53
Cl -1.384 1.680 -0.632  0.02
N 0.245 -0.008 -2.711  0.10
N 1.121 2.464 1.633  0.02
C 1.073 -0.035 -3.724  -0.37
C 1.909 3.499 1.481  -0.36
C -1.048 -0.530 -3.213  -0.57
C -0.612 -1.307 -4.451  -0.05
C -1.935 0.619 -3.635  -0.07
C -1.787 -1.350 -2.172  -0.06
H -1.486 1.174 -4.466  0.08
H -2.046 1.284 -2.773  -0.02
H -2.908 0.214 -3.922  0.09
H -1.170 -2.172 -1.809  0.06
H -2.697 -1.765 -2.622  0.09
H -2.073 -0.689 -1.345  0.04
C 0.186 2.769 2.742  -0.56
C 0.782 4.056 3.329  -0.05
C 0.047 1.568 3.682  -0.10
C -1.184 3.108 2.191  -0.10
H -1.105 3.991 1.542  0.09
H -1.868 3.304 3.027  0.09
H -1.559 2.272 1.586  -0.03
H 1.000 1.295 4.153  0.08
H -0.296 0.674 3.096  -0.02
H -0.698 1.786 4.464  0.08
O 1.754 4.529 2.307  0.02
H 1.335 3.882 4.262  0.12
H 0.044 4.855 3.480  0.13
O 0.674 -0.661 -4.832  0.01
H -1.299 -1.219 -5.301  0.13
H -0.398 -2.364 -4.227  0.13
C 2.395 0.646 -3.718  -0.05
C 2.973 3.543 0.433  -0.06
C 2.446 3.348 -1.004  -0.24
H 3.700 2.749 0.690  0.13
H 3.507 4.496 0.555  0.11
C 2.340 2.140 -1.671  -0.21
C 2.195 1.974 -3.022  -0.25
H 0.159 -0.326 1.854  -0.04
C 1.752 3.115 -3.740  -0.22
C 1.697 4.352 -3.095  -0.02
C 1.309 3.020 -5.165  -0.05
C 2.030 4.491 -1.748  -0.23
H 1.366 5.228 -3.666  0.11
C 1.979 5.858 -1.128  -0.06
H 1.709 6.596 -1.901  0.07
H 2.955 6.140 -0.700  0.08
H 1.223 5.928 -0.327  0.08
H 1.994 2.404 -5.765  0.07
H 1.273 4.042 -5.577  0.07
H 0.292 2.593 -5.256  0.08
H 2.743 0.751 -4.752  0.11
H 3.114 0.003 -3.186  0.13
C -4.675 -3.526 1.444  -0.07
C -3.630 -2.987 2.398  -0.24
C -4.036 -2.207 3.483  -0.08
C -3.086 -1.670 4.358  -0.10
C -1.735 -1.908 4.132  -0.05
C -1.306 -2.706 3.049  -0.20
N 0.058 -2.781 2.784  0.08
C 0.818 -3.749 2.086  -0.21
C 1.127 -5.011 2.615  -0.03
C 1.930 -5.922 1.924  -0.10
C 2.468 -5.594 0.681  -0.09
C 2.172 -4.353 0.115  -0.02
C 1.425 -3.440 0.838  -0.09
C 1.368 -2.052 0.285  -0.66
O 2.424 -1.321 0.294  -0.16
O 0.268 -1.642 -0.213  -0.22
C -2.270 -3.248 2.164  -0.15
C -1.826 -3.995 0.954  -0.02
H -4.548 -3.099 0.434  0.08
H -4.610 -4.622 1.355  0.08
H -5.689 -3.277 1.786  0.07
H -5.104 -2.026 3.644  0.10
H -3.409 -1.083 5.218  0.09
H -0.991 -1.458 4.792  0.10
H 0.580 -1.939 3.029  0.10
H 0.764 -5.271 3.603  0.11
H 2.161 -6.880 2.380  0.09
H 3.142 -6.275 0.159  0.09
H 2.550 -4.063 -0.873  0.13
H -1.222 -3.357 0.294  0.08
H -1.219 -4.858 1.235  0.08
H -2.673 -4.381 0.386  0.06

frontier orbital gap (alpha / beta): 6.058 / 6.078 eV
ΔE to the lowest compared entry with this formula, charge and spin: 0.0 kJ/mol
expectation value of S²: 3.753
multiplicity: 4
net charge: -1
LUMO energy (alpha / beta): 2.6 / 2.6 eV

---

Q: Which value of multiplicity does entry 2 give?
A: 1

---

Q: Look up the multiplicity of the third one.
A: 5